10
Properties=species:S:1:pos:R:3:mulliken_charge:R:1 method="wB97M-V/def2-TZVPD" de_lowest_kcal_mol=81.69 fmax_ev_per_a=2.97 charge=0 smiles="C=CC=S(=O)=O" gap_ha="0.291 / 0.290" energy_ha=-665.2555
C -1.509 0.938 0.008 -0.548
C -0.939 -0.295 -0.075 -0.064
C 0.394 -0.848 0.231 -0.282
S 1.788 -0.072 -0.130 0.845
O 3.045 -0.733 0.183 -0.498
O 1.822 1.363 -0.021 -0.493
H -2.622 0.877 -0.114 0.224
H -0.928 1.864 0.208 0.276
H -1.528 -1.111 -0.286 0.276
H 0.476 -1.984 -0.003 0.265

***

18
Properties=species:S:1:pos:R:3:mulliken_charge:R:1 method="wB97M-V/def2-TZVPD" de_lowest_kcal_mol=69.59 fmax_ev_per_a=2.06 charge=0 smiles="C=CN=C.O.O.O" gap_ha=0.354 energy_ha=-401.3022
C 2.854 0.397 0.303 -0.678
C 1.883 -0.524 0.262 -0.026
N 0.669 -0.539 -0.439 -0.234
C 0.633 0.053 -1.578 -0.358
H 2.850 1.373 -0.166 0.267
H 3.533 0.288 1.138 0.235
H 1.866 -1.247 1.077 0.337
H -0.152 -0.265 -2.254 0.282
H 1.427 0.769 -1.796 0.180
O -1.822 -2.834 -0.457 -0.622
H -2.302 -3.164 -1.237 0.305
H -2.437 -2.239 -0.032 0.327
O -0.689 2.568 1.017 -0.624
H -1.589 2.244 1.154 0.325
H -0.772 3.354 0.454 0.305
O -2.374 -0.063 0.799 -0.711
H -1.673 -0.105 0.125 0.352
H -1.904 -0.067 1.630 0.336

***

78
Properties=species:S:1:pos:R:3:mulliken_charge:R:1 method="wB97M-V/def2-TZVPD" fmax_ev_per_a=6.08 charge=+1 gap_ha=0.328 energy_ha=-2322.3084
C 3.417 0.506 -0.988 -0.464
C 2.843 -0.080 -2.367 -0.302
O 1.510 0.442 -2.691 -0.183
N 1.515 1.778 -2.831 0.619
C 2.428 2.489 -3.753 -0.256
C 2.118 3.995 -3.615 -0.521
N 1.027 3.994 -2.629 -0.061
C 0.652 2.697 -2.139 -0.004
C -0.526 2.487 -1.085 -0.682
I -0.253 0.816 0.279 0.229
C -1.926 2.278 -1.851 -0.491
C -2.023 0.871 -2.667 -0.192
H 2.643 0.356 -0.158 -0.179
H 3.592 1.639 -1.070 0.238
H 4.351 -0.084 -0.685 0.421
H 3.615 0.051 -3.200 0.260
H 2.703 -1.219 -2.229 0.241
H 3.212 2.036 -4.462 0.366
H 2.568 4.911 -4.129 0.375
H 0.570 4.876 -2.339 0.281
H -0.600 3.440 -0.458 0.488
H -2.757 2.245 -1.062 0.424
H -2.085 3.149 -2.576 0.188
H -2.764 0.156 -2.168 0.319
H -1.004 0.358 -2.763 -0.073
H -2.400 1.151 -3.719 0.040
C 1.656 -1.662 4.031 -1.613
C 2.597 -0.912 3.112 0.820
C 3.308 -1.791 2.127 0.020
O 4.500 -1.053 1.873 -0.376
C 4.759 -0.341 3.009 0.484
O 5.795 0.214 3.240 -0.549
O 3.683 -0.350 3.847 -0.406
H 0.756 -1.977 3.499 0.349
H 2.138 -2.551 4.447 0.363
H 1.366 -1.037 4.879 0.457
H 2.064 -0.091 2.617 0.070
H 2.739 -1.945 1.208 -0.054
H 3.590 -2.765 2.537 0.426
C -2.281 -4.617 -1.200 -1.521
C -1.379 -3.710 -0.391 0.599
C -0.244 -3.124 -1.180 -0.386
O 0.736 -2.896 -0.173 -0.150
C 0.515 -3.836 0.795 0.570
O 1.281 -4.089 1.680 -0.517
O -0.688 -4.447 0.615 -0.367
H -2.912 -4.039 -1.880 0.383
H -1.697 -5.327 -1.792 0.376
H -2.921 -5.210 -0.542 0.373
H -1.972 -2.933 0.107 0.219
H -0.514 -2.193 -1.682 0.082
H 0.177 -3.817 -1.915 0.313
C -1.191 -2.127 9.362 -1.430
C -1.116 -3.181 8.278 0.502
C 0.285 -3.563 7.901 -0.487
O 0.126 -3.997 6.556 -0.279
C -0.933 -3.302 6.050 0.676
O -1.214 -3.243 4.885 -0.545
O -1.626 -2.678 7.045 -0.347
H -0.930 -2.546 10.337 0.379
H -0.513 -1.295 9.151 0.342
H -2.197 -1.702 9.418 0.353
H -1.715 -4.055 8.560 0.255
H 0.689 -4.361 8.526 0.317
H 0.982 -2.718 7.907 0.283
C -2.073 5.929 -5.890 -1.399
C -2.642 4.619 -6.393 0.517
C -4.120 4.658 -6.647 -0.614
O -4.492 3.296 -6.467 -0.343
C -3.607 2.771 -5.576 0.615
O -3.747 1.717 -5.021 -0.562
O -2.542 3.605 -5.394 -0.216
H -2.023 6.669 -6.691 0.397
H -2.684 6.339 -5.080 0.356
H -1.070 5.781 -5.481 0.281
H -2.086 4.280 -7.275 0.255
H -4.368 5.004 -7.652 0.320
H -4.671 5.261 -5.917 0.328

***

6
Properties=species:S:1:pos:R:3:mulliken_charge:R:1 method="wB97M-V/def2-TZVPD" de_lowest_kcal_mol=9.32 spin_multiplicity=3 s_squared=2.008 fmax_ev_per_a=3.18 charge=-1 gap_ha="0.120 / 0.289" energy_ha=-1003.3810
C -0.707 -1.905 1.460 0.591
O -1.826 -2.102 1.460 -0.322
O 0.709 0.707 -0.935 -0.447
O 0.969 2.975 -2.155 -0.566
P 0.067 1.895 -1.533 0.030
S 0.788 -1.571 1.703 -0.285

***

9
Properties=species:S:1:pos:R:3:mulliken_charge:R:1 method="wB97M-V/def2-TZVPD" de_lowest_kcal_mol=74.91 fmax_ev_per_a=5.41 charge=0 smiles="O=c1nccno1" gap_ha=0.327 energy_ha=-375.3921
O -2.119 0.081 -0.192 -0.427
C -0.964 0.201 -0.052 0.509
N -0.144 1.334 0.219 -0.417
C 1.170 1.068 0.020 0.096
C 1.646 -0.259 -0.106 -0.103
N 0.799 -1.254 -0.033 -0.235
O -0.416 -1.084 0.217 -0.096
H 1.942 1.930 -0.369 0.267
H 2.644 -0.527 -0.304 0.406

***

22
Properties=species:S:1:pos:R:3:mulliken_charge:R:1 method="wB97M-V/def2-TZVPD" de_lowest_kcal_mol=60.10 fmax_ev_per_a=4.19 charge=0 smiles="CNC(=O)O.CNC(C)=O" gap_ha=0.353 energy_ha=-532.8982
C 2.111 -0.131 1.254 -0.840
N 0.906 0.636 0.968 -0.301
C 0.647 1.305 -0.349 0.650
O -0.033 2.327 -0.395 -0.676
O 1.732 1.148 -1.190 -0.474
H 2.265 -0.859 0.459 0.283
H 2.984 0.517 1.311 0.315
H 1.975 -0.637 2.212 0.315
H 0.626 1.265 1.713 0.292
H 1.669 1.908 -1.792 0.342
C -1.394 -0.754 -2.006 -0.973
N -0.463 -0.397 -0.947 -0.159
C -0.612 -0.887 0.529 0.918
C -1.727 -0.178 1.264 -1.375
O -0.346 -2.061 0.757 -0.622
H -1.196 -1.803 -2.247 0.338
H -1.176 -0.206 -2.925 0.313
H -2.420 -0.612 -1.668 0.272
H 0.455 -0.528 -1.354 0.313
H -1.424 -0.093 2.309 0.309
H -1.935 0.810 0.849 0.372
H -2.643 -0.771 1.251 0.389

***

68
Properties=species:S:1:pos:R:3:mulliken_charge:R:1 method="wB97M-V/def2-TZVPD" de_lowest_kcal_mol=51.38 fmax_ev_per_a=0.84 charge=+1 gap_ha=0.245 energy_ha=-1862.7895
Y -0.903 -0.412 -0.857 1.149
C 1.235 -1.542 2.576 -1.297
C 2.149 -0.314 2.600 0.358
C 1.529 0.824 3.414 -1.308
C 2.653 0.122 1.232 0.435
C 4.021 0.051 0.987 -1.036
C 4.563 0.412 -0.242 -1.510
C 3.726 0.835 -1.258 -0.828
C 2.351 0.932 -1.051 1.094
C 1.452 1.275 -2.227 2.928
C 1.321 0.086 -3.190 -1.505
C 1.874 2.536 -2.972 -1.660
C 1.823 0.605 0.207 -0.410
N 0.409 0.688 0.425 0.634
C -0.170 1.936 0.737 0.059
C 0.218 3.193 0.532 -1.628
C -0.932 4.172 0.754 -0.074
C -3.403 3.380 1.301 -0.728
C -3.798 2.356 0.548 -1.013
C -2.621 1.523 0.190 1.560
F -2.918 0.029 0.437 -0.450
H 1.052 -1.897 3.593 0.460
H 1.673 -2.366 2.008 0.335
H 0.264 -1.293 2.147 0.027
H 3.051 -0.627 3.131 0.612
H 0.554 1.114 3.022 0.142
H 2.165 1.710 3.411 0.343
H 1.393 0.510 4.451 0.498
H 4.675 -0.303 1.776 0.434
H 5.631 0.350 -0.405 0.394
H 4.145 1.085 -2.226 0.365
H 0.436 1.458 -1.880 -1.625
H 2.276 -0.189 -3.642 0.430
H 0.615 0.297 -3.997 0.321
H 0.997 -0.841 -2.671 0.268
H 2.896 2.441 -3.346 0.399
H 1.828 3.413 -2.327 0.331
H 1.229 2.717 -3.834 0.425
H 1.177 3.496 0.126 0.666
H -0.613 5.042 1.327 0.769
H -4.051 4.194 1.605 0.463
H -4.778 2.205 0.116 0.454
C -1.558 4.684 -0.529 -0.895
C -1.969 4.010 -1.609 -0.880
C -1.840 2.568 -1.928 -0.333
C -2.109 1.471 -1.209 -0.499
C -1.575 1.884 1.251 -0.099
C -1.929 3.320 1.624 -0.541
H -1.729 5.755 -0.563 0.415
H -2.372 4.610 -2.421 0.465
H -1.444 2.410 -2.933 0.555
H -1.688 1.192 2.089 0.806
H -1.721 3.528 2.674 0.573
N -2.131 -7.554 0.900 -0.285
C -1.433 -7.148 -0.170 0.190
S -0.738 -8.161 -1.238 -0.346
C -1.335 -5.631 -0.324 1.377
C -0.520 -5.108 -1.317 -0.656
C -0.426 -3.743 -1.465 -0.378
N -1.100 -2.878 -0.690 -0.268
C -1.893 -3.379 0.265 -0.496
C -2.032 -4.737 0.479 -0.901
H -2.230 -8.545 1.051 0.213
H -2.530 -6.937 1.581 0.137
H 0.033 -5.778 -1.962 0.403
H 0.217 -3.325 -2.232 0.430
H -2.438 -2.671 0.880 0.483
H -2.705 -5.041 1.266 0.253